C32H35ClIrN3O7P | ωB97M-V/def2-TZVPD

The HOMO energy (alpha / beta) is -7.5 / -7.7 eV. The largest force on an atom is 0.0679 Eh/bohr. For the LUMO energy (alpha / beta), the calculation gives -0.95 / -0.99 eV. Its expectation value of S² is 0.785. The value obtained for the energy above the lowest of the compared OMol25 structures with the same formula, charge and spin is 96.0 kcal per mole.

```
! RIJCOSX wB97M-V def2-TZVPD def2/J DEFGRID3
* xyz 0 2
H 4.7948 -0.8323 2.1643
H 3.9187 2.3357 -2.1573
C -1.8271 2.9838 -1.2296
H -1.2592 3.1884 3.0750
C -2.9071 0.3397 -0.5931
C 3.8995 -4.3745 0.9167
H 1.6990 -4.6218 -0.4042
O 1.0808 -1.2637 2.8537
O 2.4922 0.9931 -1.7219
C 0.7998 0.9504 3.7037
H -3.7157 5.6738 -0.4531
C -3.7662 0.4361 -1.8477
C -2.0258 -1.2520 2.3150
H -3.3452 -0.2055 -2.6175
H -0.9433 -1.1917 -4.7541
H 2.9682 3.1331 -4.2938
H 0.3119 -0.2756 -5.5878
H 1.5345 2.1279 -4.0582
C 0.8870 -1.0024 -3.6354
H 3.6552 -5.3670 0.5665
H 0.1501 3.7690 2.2104
Cl 5.9890 -5.5177 2.1725
C 4.5525 -1.8251 1.8179
H -1.7383 -0.3004 2.7404
H 1.0002 1.4945 4.6156
C 2.8505 2.2183 -2.3629
H -2.5066 3.7929 0.6223
C 0.2036 1.7000 2.7010
O 0.4262 0.1644 -2.9666
H 0.2564 3.4492 3.9601
H 2.0517 -1.8960 5.0314
H -2.9579 -0.6784 -0.1969
P 0.9908 0.4890 -1.4741
O 2.7321 -0.9257 0.6867
C -2.8013 -3.7041 1.2880
H -3.7018 5.9092 -2.9049
H 0.9970 -0.7364 5.8524
C -1.6650 -3.0749 0.8107
H 0.7258 -1.8789 -2.9978
C -1.8184 3.1226 -2.6139
H 6.2136 -2.7599 2.7718
H -3.7523 -1.3904 3.5816
C -1.2577 -1.8348 1.3026
C 0.1249 -1.1340 -4.9463
H 1.9637 -0.9063 -3.8283
C 5.3407 -2.8934 2.1539
C -4.7171 -3.7369 2.7854
C 1.7573 -0.8521 5.0833
N -5.6513 -4.2627 3.1951
C 3.0766 -3.2981 0.5555
C -2.4866 4.1738 -3.2144
C 2.5983 2.2078 -3.8607
C -3.1713 5.0931 -2.4356
C 5.0099 -4.1757 1.7056
H -3.1070 -4.6626 0.8913
C -3.5619 -3.0975 2.2886
C 3.3968 -1.9600 0.9990
C -1.0038 1.8579 -0.6198
C -3.1662 -1.8624 2.8032
H -4.7767 0.1071 -1.6229
O 1.0900 -2.7171 -0.6513
C -0.1742 3.1204 3.0206
H 3.1060 1.3654 -4.3251
N -0.1091 1.2655 1.4720
H -3.8001 1.4544 -2.2227
H -1.2885 2.3950 -3.2082
C -2.5131 3.9049 -0.4510
H 2.3018 3.0424 -1.9017
H 0.4360 -2.0359 -5.4662
N -0.8125 2.1036 0.7589
H 2.6143 -0.2367 5.3476
C -3.1868 4.9529 -1.0587
H -3.2379 1.0390 0.1836
C 1.1839 -0.4128 3.7510
H -2.4625 4.2866 -4.2886
C 1.9039 -3.5537 -0.2147
O -1.5245 0.5569 -0.8721
Ir 0.5028 -0.8151 0.5603
H -1.0882 -3.5664 0.0402
O 0.2432 1.8943 -1.2993
*
```